No. 1
The following is a DFT calculation (the ωB97M-V functional and the def2-TZVPD basis) of C40H36BrCdCl6N5O6 as an isolated structure in a non-equilibrium geometry.

XYZ file:
```
95
Properties=species:S:1:pos:R:3:forces:R:3
Cd 0.3690 0.2842 -0.0828 0.38 0.32 0.57
O 3.6201 -3.5320 -2.2167 -0.16 0.03 -0.14
C 4.4288 -3.0092 -1.2428 0.39 0.10 0.38
C 5.8007 -3.2237 -1.2585 -0.02 -0.12 -0.18
C 6.6034 -2.7299 -0.2428 0.06 -0.03 -0.02
C 6.0338 -2.0149 0.7935 0.16 -0.02 0.11
C 4.6696 -1.7746 0.7895 -0.11 -0.09 -0.08
C 3.8511 -2.2569 -0.2167 -0.13 0.01 -0.21
C 2.3790 -1.8199 -0.2713 0.26 -0.24 -0.84
O 2.0240 -0.9799 0.6657 0.26 0.07 0.73
N 1.5449 -3.0649 -0.2598 0.07 -0.68 -0.44
N 0.4408 -3.0768 0.4035 -0.08 0.09 0.15
C -0.4319 -4.0141 0.2381 0.73 -0.33 -0.82
C -1.5838 -4.0797 1.0520 -0.96 -0.31 0.65
Br -1.6070 -2.7752 2.4465 -0.23 -0.01 0.15
C -2.6012 -4.9774 1.0628 0.42 0.77 0.44
C -2.8886 -6.0691 0.1619 -0.14 -0.48 -0.35
C -3.6975 -7.1120 0.6444 0.11 0.15 0.04
C -4.0690 -8.1714 -0.1551 -0.09 -0.18 -0.04
C -3.6451 -8.2343 -1.4732 -0.01 -0.06 -0.13
C -2.8585 -7.2089 -1.9748 -0.03 -0.18 -0.13
C -2.4869 -6.1452 -1.1770 0.03 0.20 0.16
H 4.1584 -3.8977 -2.9276 -0.03 0.08 0.12
H 6.2465 -3.7754 -2.0789 0.01 -0.08 -0.05
H 7.6704 -2.9111 -0.2674 0.04 0.00 -0.01
H 6.6555 -1.6396 1.5939 0.03 0.07 0.08
H 4.1894 -1.1932 1.5618 -0.11 0.12 0.06
H 2.2415 -1.4382 -1.3182 0.01 -0.02 0.24
H 1.6726 -3.7039 -1.0519 -0.17 0.18 0.25
H -0.2730 -4.8143 -0.4947 0.00 0.14 0.12
H -3.3027 -4.9020 1.8835 0.02 0.12 0.04
H -4.0331 -7.0780 1.6727 -0.03 0.05 0.07
H -4.7049 -8.9530 0.2430 0.01 -0.02 0.05
H -3.9415 -9.0607 -2.1072 0.00 0.00 -0.01
H -2.5492 -7.2288 -3.0110 0.04 0.02 -0.06
H -1.9231 -5.3348 -1.6076 0.04 0.12 -0.07
N -0.1248 0.9997 2.0336 -0.43 0.06 0.43
C 0.9726 1.1257 2.9815 0.31 0.09 0.38
C 1.5137 2.5520 3.0991 -0.13 -0.10 -0.29
C 1.8985 3.2422 1.7889 0.22 -0.13 0.14
C 2.9089 2.4965 0.9086 0.12 0.33 0.17
N 2.2153 1.7219 -0.0958 0.16 0.15 -0.25
H -0.7366 1.8118 2.0155 -0.04 -0.07 -0.21
H -0.6790 0.1770 2.2483 -0.15 0.06 0.05
H 1.7544 0.4412 2.6470 0.09 -0.04 0.09
H 0.6587 0.8307 3.9976 0.11 -0.10 -0.19
H 2.3784 2.5277 3.7704 -0.02 -0.01 0.04
H 0.7488 3.1775 3.5713 0.01 0.00 0.13
H 2.2958 4.2321 2.0376 -0.14 -0.05 -0.06
H 0.9904 3.3873 1.2049 -0.07 0.19 -0.11
H 3.5275 1.8195 1.5082 0.00 0.03 0.03
H 3.5923 3.2366 0.4439 -0.11 -0.16 0.14
H 2.8653 1.2130 -0.6844 -0.10 0.00 0.06
H 1.6420 2.3244 -0.6832 0.19 0.14 -0.11
Cl -4.8627 -1.3521 -4.1602 -0.28 -0.07 -0.13
C -3.2728 -0.9746 -3.5946 0.11 0.02 -0.21
C -2.2754 -0.6508 -4.4864 -0.26 -0.11 0.18
Cl -2.6020 -0.6263 -6.1817 -0.04 0.01 -0.37
C -1.0019 -0.3480 -4.0011 0.18 0.08 -0.02
Cl 0.2661 0.0132 -5.1312 0.25 0.09 -0.05
C -0.6840 -0.3223 -2.6443 -0.28 -0.16 -0.25
O 0.4977 -0.0366 -2.2126 0.27 -0.03 -0.33
C -1.7422 -0.6641 -1.7017 -0.12 -0.19 -0.39
O -1.4949 -0.6848 -0.4386 -0.48 -0.12 0.18
C -2.9916 -0.9954 -2.2275 -0.03 0.08 0.16
Cl -4.2526 -1.4155 -1.1117 -0.02 -0.06 0.24
Cl 2.6560 2.7870 -3.0053 0.29 0.51 -0.28
C 3.3520 4.3891 -2.9707 -0.07 -0.11 -0.04
C 4.5591 4.6090 -3.6026 -0.08 -0.04 0.04
C 5.1131 5.8804 -3.6508 -0.02 0.09 -0.01
C 4.4097 6.9465 -3.1181 0.11 -0.18 0.00
C 3.1899 6.7255 -2.5049 -0.08 -0.05 0.04
Cl 2.2783 8.1299 -2.0309 0.05 0.23 -0.23
C 2.6428 5.4372 -2.3325 0.42 0.06 -0.21
N 1.4835 5.1785 -1.6796 -0.35 -0.41 -0.32
C 0.9939 5.8430 -0.5595 -0.10 0.23 0.50
C 1.8493 6.4599 0.3476 -0.05 -0.09 0.16
C 1.3503 7.1054 1.4656 0.07 0.05 -0.05
C -0.0158 7.1371 1.6845 -0.02 0.13 0.19
C -0.8670 6.4764 0.8147 0.04 0.00 0.00
C -0.3891 5.8065 -0.3018 0.25 0.21 0.09
C -1.2831 4.9448 -1.1205 -0.04 -0.78 0.07
C -0.8797 3.4694 -0.7182 -0.57 0.87 -0.31
O 0.0391 2.9813 -1.4159 0.40 -0.34 -0.38
O -1.4179 2.9674 0.2616 -0.44 -0.15 0.64
H 5.0607 3.7659 -4.0519 0.05 -0.06 -0.05
H 6.0662 6.0433 -4.1304 0.08 0.00 -0.04
H 4.7890 7.9574 -3.1813 -0.03 0.00 -0.03
H 1.0217 4.2514 -1.8267 0.05 0.10 -0.06
H 2.9172 6.3972 0.1841 0.05 0.05 -0.02
H 2.0288 7.5794 2.1647 0.02 0.00 -0.01
H -0.4182 7.6594 2.5429 -0.02 -0.01 0.05
H -1.9308 6.4681 1.0087 -0.08 -0.06 0.00
H -1.1122 5.0681 -2.1893 -0.01 0.06 -0.04
H -2.3308 5.1129 -0.8771 0.03 0.04 0.01
```
Positions in Å, forces in eV/Å.

Values from the calculation:
E_LUMO, Ha: 0.1417
Strongest force on any atom, Eh/bohr: 0.023
HOMO, eV: -1.34
Electronic energy, eV: -211544.6644
Energy relative to the best compared isomer or geometry (same formula, charge and spin), kcal/mol: 33.3
Charge: -2

=====

No. 2
The following is a DFT calculation (the ωB97M-V functional and the def2-TZVPD basis) of C40H36BrCdCl6N5O6 as an isolated structure.

XYZ file:
```
95
Properties=species:S:1:pos:R:3:forces:R:3
Cd -0.2193 -0.2025 -0.4995 0.11 0.11 -0.39
O -0.4726 -4.1145 3.8581 -0.04 0.14 0.13
C 0.7668 -4.0077 3.3069 0.01 -0.15 -0.03
C 1.8357 -4.5303 4.0257 0.04 -0.01 -0.01
C 3.1093 -4.5151 3.4754 0.00 0.01 -0.04
C 3.3190 -3.9779 2.2114 -0.03 0.01 0.01
C 2.2453 -3.4330 1.5139 0.03 0.12 0.08
C 0.9680 -3.4240 2.0536 -0.04 -0.02 -0.02
C -0.1849 -2.7899 1.2669 -0.10 -0.15 0.35
O 0.2031 -2.2240 0.1366 0.21 -0.14 -0.35
N -1.1373 -3.9750 1.0263 0.16 -0.06 0.03
N -2.1988 -3.5462 0.2416 0.10 0.15 0.09
C -2.1113 -3.7475 -1.0070 -0.13 -0.21 -0.01
C -3.1944 -3.4173 -1.9455 0.21 0.03 -0.05
Br -2.6222 -3.7360 -3.7644 0.02 0.04 0.07
C -4.4544 -2.9974 -1.8134 -0.15 -0.01 0.14
C -5.2910 -2.6915 -0.6416 0.00 -0.03 0.00
C -4.8229 -2.3369 0.6244 0.07 0.18 -0.02
C -5.7180 -2.0572 1.6472 -0.04 0.04 -0.01
C -7.0866 -2.1310 1.4361 0.01 -0.01 -0.04
C -7.5670 -2.4711 0.1769 0.02 0.01 -0.01
C -6.6761 -2.7344 -0.8490 0.00 -0.01 0.00
H -1.1193 -3.9223 3.1609 -0.05 -0.12 -0.17
H 1.6470 -4.9589 5.0033 -0.01 0.00 -0.03
H 3.9369 -4.9380 4.0350 0.00 0.04 0.00
H 4.3126 -3.9675 1.7783 -0.02 0.00 0.01
H 2.3623 -2.9674 0.5414 0.01 -0.01 0.02
H -0.7622 -2.1367 1.9423 0.02 0.19 0.03
H -0.5551 -4.6378 0.5074 -0.03 0.00 -0.20
H -1.2209 -4.2068 -1.4372 0.00 -0.04 -0.03
H -4.9997 -2.9116 -2.7454 -0.03 0.05 -0.03
H -3.7586 -2.2676 0.7932 -0.17 0.06 0.00
H -5.3343 -1.7551 2.6136 0.01 0.01 0.00
H -7.7761 -1.9035 2.2401 0.01 0.01 -0.01
H -8.6340 -2.5107 -0.0105 0.02 0.00 0.01
H -7.0522 -2.9764 -1.8380 0.00 0.00 0.02
N -0.3714 -0.1055 -2.8786 -0.09 -0.35 -0.03
C -0.1222 1.1741 -3.5448 0.02 0.05 0.16
C -1.1895 2.2202 -3.1773 0.06 -0.01 0.07
C -0.6350 3.5280 -2.5930 0.00 -0.11 -0.02
C -0.5278 3.5079 -1.0745 0.01 -0.11 0.00
N 0.2800 2.3846 -0.6007 0.14 -0.02 0.03
H 0.3397 -0.7974 -3.1256 0.05 0.14 -0.07
H -1.2914 -0.4646 -3.1140 0.00 0.05 0.02
H -0.0836 1.0537 -4.6333 0.05 -0.02 -0.06
H 0.8700 1.5109 -3.2333 -0.01 -0.02 0.02
H -1.8617 1.7640 -2.4434 -0.04 0.04 -0.02
H -1.7887 2.4502 -4.0620 0.00 -0.01 -0.01
H -1.2893 4.3623 -2.8624 0.02 0.02 -0.01
H 0.3504 3.7480 -3.0248 -0.03 0.00 -0.03
H -1.5297 3.3905 -0.6535 0.00 -0.04 0.02
H -0.1400 4.4756 -0.7296 0.00 0.05 0.03
H 0.2726 2.3367 0.4138 -0.03 -0.06 0.05
H 1.2471 2.4587 -0.9017 0.02 0.04 -0.02
Cl -6.2712 2.7439 1.5327 0.05 -0.02 -0.02
C -4.6604 2.0814 1.5424 0.04 -0.04 -0.01
C -3.8899 2.1353 2.6848 0.03 0.00 -0.07
Cl -4.5059 2.8820 4.1319 0.01 -0.04 -0.01
C -2.5890 1.5971 2.6615 -0.03 0.01 -0.01
Cl -1.5719 1.7048 4.0725 -0.01 0.02 0.01
C -2.0361 0.9836 1.5345 0.12 -0.01 0.03
O -0.8158 0.5377 1.5156 -0.43 0.09 0.10
C -2.8690 0.8833 0.3408 0.00 0.06 -0.09
O -2.4088 0.3143 -0.7237 -0.09 0.01 0.17
C -4.1346 1.4754 0.3862 -0.10 0.03 0.07
Cl -5.0561 1.4618 -1.0951 -0.04 -0.06 0.06
Cl 2.0142 0.5395 2.1416 0.02 0.08 -0.04
C 3.2408 1.7321 2.3580 -0.12 -0.03 0.07
C 3.3578 2.3240 3.5986 0.05 0.04 0.10
C 4.3569 3.2567 3.8401 0.03 -0.01 -0.07
C 5.2727 3.5226 2.8386 -0.01 0.02 0.05
C 5.1563 2.9092 1.5996 0.06 0.03 0.09
Cl 6.4980 3.1228 0.5040 -0.05 0.02 -0.09
C 4.0818 2.0649 1.2742 0.11 0.15 0.00
N 3.8642 1.4982 0.0464 0.41 0.33 0.08
C 4.1020 2.0730 -1.2192 0.04 0.09 0.44
C 4.0704 3.4448 -1.4346 -0.09 0.19 0.01
C 4.3085 3.9694 -2.6973 0.02 -0.07 0.00
C 4.5657 3.1175 -3.7619 -0.02 -0.05 0.08
C 4.5587 1.7432 -3.5471 -0.05 0.06 -0.05
C 4.3258 1.2042 -2.2890 0.17 -0.06 -0.18
C 4.2316 -0.2765 -2.0737 0.31 -0.20 -0.20
C 2.7427 -0.6310 -2.0681 0.02 0.26 -0.38
O 2.2882 -1.2432 -3.0459 -0.13 -0.02 0.43
O 2.1355 -0.1117 -1.0827 -0.69 -0.49 -0.06
H 2.6520 2.0465 4.3708 0.00 0.00 -0.05
H 4.4382 3.7399 4.8052 0.01 -0.02 -0.02
H 6.1106 4.1853 3.0097 0.00 -0.01 -0.01
H 3.1826 0.7384 -0.0099 -0.23 -0.18 -0.08
H 3.8370 4.1078 -0.6088 0.07 -0.03 0.02
H 4.2863 5.0428 -2.8440 -0.01 -0.01 0.00
H 4.7538 3.5140 -4.7521 -0.01 0.00 0.00
H 4.7203 1.0633 -4.3754 0.02 0.00 -0.01
H 4.6742 -0.5458 -1.1120 0.02 -0.01 -0.03
H 4.7158 -0.8296 -2.8750 0.11 0.05 -0.04
```
Positions in Å, forces in eV/Å.

Values from the calculation:
E_LUMO, Ha: 0.1435
Strongest force on any atom, Eh/bohr: 0.016
HOMO, eV: -1.69
Electronic energy, eV: -211545.9407
Energy relative to the best compared isomer or geometry (same formula, charge and spin), kcal/mol: 3.9
Charge: -2